Entry 1:
{
  "formula": "C30H38MgN4O6Sb",
  "method": "ωB97M-V/def2-TZVPD",
  "multiplicity": 1,
  "mol_weight_g_mol": 696.7,
  "total_energy_ev": -61954.019,
  "e_homo_ev": -11.132,
  "charge": 1,
  "de_lowest_kcal_mol": 7.7,
  "elements": ["Mg", "C", "C", "N", "C", "C", "N", "C", "O", "O", "C", "O", "O", "H", "H", "H", "H", "H", "N", "C", "C", "N", "H", "H", "H", "H", "H", "H", "H", "H", "C", "O", "C", "C", "O", "C", "H", "H", "H", "H", "H", "H", "H", "H", "H", "H", "C", "C", "C", "C", "C", "C", "Sb", "C", "C", "C", "C", "C", "C", "C", "C", "C", "C", "C", "C", "H", "H", "H", "H", "H", "H", "H", "H", "H", "H", "H", "H", "H", "H", "H"],
  "coordinates": [[-0.3168, -0.3856, -0.4034], [-3.5078, 1.7716, 1.3319], [-3.6226, 0.5875, 0.4352], [-2.6376, -0.1744, -0.0174], [-3.2317, -1.1422, -0.8032], [-4.5842, -0.9577, -0.8194], [-4.8025, 0.1409, -0.0361], [-5.7635, -1.6219, -1.4457], [-5.5314, -2.6909, -2.1606], [-6.8579, -1.1604, -1.2285], [-2.3888, -2.1688, -1.4884], [-2.9295, -3.0127, -2.2080], [-1.1404, -2.0568, -1.2606], [-2.5172, 1.8127, 1.7780], [-4.2322, 1.7149, 2.1446], [-3.6918, 2.7003, 0.7877], [-5.7332, 0.4927, 0.1439], [-4.5499, -2.9088, -2.1848], [-0.3207, 1.8342, -0.1911], [-0.9960, 2.3459, -1.4042], [-0.2466, 1.8351, -2.6206], [-0.0958, 0.3684, -2.5190], [-0.8143, 2.1435, 0.6390], [0.6014, 2.2650, -0.1354], [-1.0363, 3.4366, -1.4293], [-2.0206, 1.9708, -1.4070], [0.7479, 2.2789, -2.6360], [-0.7569, 2.1426, -3.5338], [0.7284, 0.0758, -3.0290], [-0.8711, -0.1156, -2.9657], [1.8102, -2.3960, -1.5613], [1.4029, -1.6438, -0.4079], [1.6510, -2.3502, 0.8132], [0.3981, -2.2907, 1.6520], [-0.0324, -0.9226, 1.6328], [-0.9204, -0.5848, 2.7012], [1.1651, -3.2634, -1.6897], [2.8541, -2.6912, -1.4530], [1.7171, -1.7540, -2.4301], [2.4850, -1.8660, 1.3240], [1.9076, -3.3872, 0.5982], [0.6143, -2.5923, 2.6785], [-0.3888, -2.9274, 1.2395], [-0.4866, -0.8977, 3.6504], [-1.8941, -1.0575, 2.5603], [-1.0180, 0.4981, 2.7124], [7.3006, 2.0607, 3.6339], [6.7814, 3.0427, 2.8024], [5.5430, 2.8647, 2.1982], [4.8173, 1.6974, 2.4202], [5.3538, 0.7079, 3.2429], [6.5862, 0.8918, 3.8545], [2.9350, 1.3206, 1.4893], [1.6203, 1.8674, 3.1040], [0.6202, 2.8344, 3.0071], [-0.2981, 3.0187, 4.0364], [-0.2250, 2.2416, 5.1842], [0.7814, 1.2920, 5.3041], [1.6901, 1.1057, 4.2704], [2.8199, 3.1296, 0.3483], [2.8751, 3.0144, -1.0415], [2.8465, 4.1426, -1.8535], [2.7530, 5.4027, -1.2802], [2.7004, 5.5325, 0.1024], [2.7379, 4.4046, 0.9114], [8.2645, 2.2031, 4.1046], [7.3401, 3.9523, 2.6227], [5.1506, 3.6426, 1.5547], [4.8214, -0.2240, 3.4055], [6.9919, 0.1192, 4.4951], [0.5702, 3.4893, 2.1451], [-1.0543, 3.7903, 3.9510], [-0.9316, 2.3916, 5.9900], [0.8627, 0.6990, 6.2064], [2.4710, 0.3614, 4.3906], [2.9554, 2.0321, -1.4990], [2.9100, 4.0388, -2.9297], [2.7311, 6.2839, -1.9081], [2.6407, 6.5154, 0.5521], [2.7185, 4.5241, 1.9884]],
  "forces_ev_per_angstrom": [[-0.553, -0.301, -0.136], [-0.004, 0.000, -0.022], [0.013, -0.097, -0.016], [0.108, 0.138, -0.090], [0.022, -0.045, -0.023], [0.104, 0.082, -0.076], [-0.047, 0.006, 0.100], [-0.050, -0.078, 0.278], [0.041, -0.087, -0.057], [-0.001, 0.063, -0.091], [0.038, -0.088, 0.020], [-0.041, 0.072, 0.155], [0.067, 0.246, 0.088], [-0.016, 0.005, 0.024], [-0.006, 0.001, -0.014], [0.016, -0.004, 0.000], [-0.009, 0.014, 0.002], [0.029, 0.037, -0.154], [0.069, -0.060, -0.002], [0.021, 0.025, 0.011], [-0.044, -0.062, 0.030], [-0.038, 0.026, 0.000], [0.009, -0.008, 0.027], [0.006, 0.049, 0.011], [0.021, 0.014, 0.031], [0.005, -0.011, -0.007], [0.027, 0.003, -0.003], [-0.010, -0.018, -0.016], [0.007, -0.048, -0.018], [0.004, 0.029, 0.003], [0.018, 0.042, 0.039], [0.194, -0.045, -0.123], [-0.080, 0.090, 0.029], [0.010, 0.003, 0.021], [0.003, 0.042, -0.045], [-0.035, -0.055, 0.034], [-0.014, -0.004, 0.006], [0.001, -0.004, 0.005], [-0.027, 0.033, -0.025], [0.014, 0.001, -0.013], [0.000, -0.019, 0.029], [0.003, -0.014, 0.015], [-0.023, 0.012, 0.005], [0.020, -0.008, -0.009], [0.007, 0.000, -0.025], [0.009, -0.008, -0.009], [-0.007, 0.002, -0.007], [-0.025, -0.004, 0.002], [0.017, -0.025, 0.057], [-0.050, 0.039, 0.048], [0.015, 0.023, -0.037], [-0.006, -0.001, 0.007], [0.121, 0.069, 0.002], [0.023, 0.005, -0.001], [-0.002, -0.018, 0.014], [0.016, 0.004, 0.011], [0.021, 0.001, -0.010], [0.013, 0.021, -0.015], [-0.023, 0.014, -0.003], [-0.029, -0.042, 0.005], [0.009, 0.060, 0.037], [0.001, 0.013, 0.012], [-0.010, -0.019, -0.007], [-0.001, -0.025, 0.010], [-0.005, 0.010, -0.051], [-0.007, -0.002, -0.005], [-0.002, -0.009, 0.004], [0.044, -0.027, 0.010], [-0.006, 0.003, 0.003], [-0.002, 0.008, -0.007], [-0.025, -0.027, -0.069], [0.004, -0.015, 0.002], [0.003, -0.005, -0.006], [-0.002, 0.005, -0.003], [-0.003, -0.013, -0.008], [0.033, -0.005, 0.008], [-0.004, 0.009, 0.001], [0.006, -0.008, 0.004], [0.000, -0.005, -0.005], [-0.003, -0.007, 0.008]]
}


Entry 2:
{
  "formula": "C30H38N4O6",
  "method": "ωB97M-V/def2-TZVPD",
  "multiplicity": 1,
  "mol_weight_g_mol": 550.7,
  "total_energy_ev": -49972.802,
  "e_homo_ev": -8.153,
  "charge": 0,
  "de_lowest_kcal_mol": 0.0,
  "smiles": "COc1cccc([C@H](C(=O)NC(C)(C)C)N(Cc2ccc(C)cc2)C(=O)CCC(=O)Nc2cc(C)on2)c1OC",
  "elements": ["C", "H", "O", "C", "C", "C", "C", "C", "C", "O", "C", "H", "H", "H", "C", "N", "C", "O", "C", "C", "C", "O", "N", "C", "N", "O", "C", "C", "H", "C", "H", "H", "H", "H", "H", "H", "H", "H", "C", "C", "C", "C", "C", "C", "C", "H", "H", "C", "H", "H", "H", "H", "H", "H", "H", "C", "O", "N", "H", "C", "C", "H", "H", "H", "C", "H", "H", "H", "C", "H", "H", "H", "H", "H", "H", "H", "H", "H"],
  "coordinates": [[2.7851, 4.4950, -0.5250], [3.4702, 4.5967, -1.3654], [1.7547, 3.6589, -0.9835], [0.8170, 3.2240, -0.0911], [0.6751, 3.7602, 1.1838], [-0.3108, 3.3127, 2.0452], [-1.1815, 2.3179, 1.6499], [-1.0601, 1.7591, 0.3858], [-0.0538, 2.1949, -0.4917], [0.0053, 1.5194, -1.6817], [0.5750, 2.1213, -2.8276], [0.2377, 1.5097, -3.6659], [0.2179, 3.1439, -2.9588], [1.6637, 2.1156, -2.7722], [-1.9647, 0.6755, -0.1364], [-1.3361, -0.6513, -0.0519], [-1.3925, -1.4081, -1.1682], [-1.9516, -1.0154, -2.1852], [-0.7214, -2.7678, -1.1657], [0.3200, -2.8297, -2.2952], [1.6809, -2.3618, -1.8177], [2.6010, -3.1293, -1.6443], [1.7776, -1.0156, -1.6041], [2.9276, -0.3789, -1.1976], [2.9340, 0.9172, -0.9907], [4.1953, 1.2530, -0.6125], [4.9651, 0.1492, -0.5952], [4.2176, -0.9290, -0.9612], [4.5039, -1.9526, -1.0532], [6.3922, 0.2904, -0.2166], [6.9418, 0.8029, -1.0055], [6.4834, 0.8812, 0.6928], [6.8285, -0.6911, -0.0607], [0.9715, -0.4066, -1.7074], [0.4409, -3.8604, -2.6306], [-0.0263, -2.2222, -3.1338], [-0.2494, -3.0093, -0.2197], [-1.5032, -3.5029, -1.3738], [-1.0245, -1.1530, 1.2806], [0.4406, -1.3758, 1.5759], [1.3345, -0.3147, 1.6079], [2.6648, -0.5236, 1.9228], [3.1467, -1.7953, 2.1970], [2.2480, -2.8544, 2.1797], [0.9141, -2.6460, 1.8868], [0.2325, -3.4863, 1.9166], [2.5966, -3.8522, 2.4027], [4.5926, -2.0355, 2.5046], [5.1345, -1.0970, 2.5881], [5.0467, -2.6298, 1.7125], [4.6990, -2.5871, 3.4375], [3.3361, 0.3227, 1.9569], [0.9922, 0.6832, 1.3887], [-1.4104, -0.4104, 1.9832], [-1.5760, -2.0853, 1.4515], [-3.3641, 0.5237, 0.4824], [-3.6232, 0.7146, 1.6552], [-4.2395, 0.0684, -0.4301], [-3.8814, -0.1605, -1.3477], [-5.6151, -0.3484, -0.1517], [-6.2252, -0.7914, -1.4803], [-7.2503, -1.1191, -1.3301], [-5.6578, -1.6171, -1.9051], [-6.2269, 0.0320, -2.1910], [-6.3954, 0.8350, 0.4241], [-5.9338, 1.1639, 1.3503], [-7.4228, 0.5439, 0.6243], [-6.3946, 1.6642, -0.2796], [-5.6022, -1.5131, 0.8433], [-5.1395, -1.1949, 1.7733], [-6.6164, -1.8431, 1.0504], [-5.0372, -2.3500, 0.4370], [-2.0835, 0.8605, -1.2106], [-1.9673, 1.9839, 2.3064], [-0.3956, 3.7482, 3.0288], [1.3422, 4.5398, 1.5144], [2.4129, 5.4865, -0.2430], [3.3174, 4.0468, 0.3189]],
  "forces_ev_per_angstrom": [[0.181, 0.150, 0.066], [0.000, 0.034, 0.081], [-0.442, -0.221, 0.070], [0.072, -0.012, -0.153], [0.110, 0.043, -0.080], [0.034, -0.042, -0.004], [-0.012, 0.087, 0.094], [-0.006, 0.083, -0.187], [-0.109, 0.019, 0.145], [0.008, -0.074, 0.507], [0.187, 0.132, -0.581], [-0.007, 0.055, 0.027], [-0.005, -0.043, 0.013], [-0.129, 0.015, -0.024], [-0.103, 0.141, -0.261], [0.014, 0.407, -0.058], [-0.043, -0.325, 0.070], [-0.049, -0.071, -0.356], [-0.089, 0.066, -0.187], [0.035, -0.136, 0.039], [-0.330, -0.213, -0.269], [0.195, -0.151, 0.046], [-0.222, 0.447, -0.022], [0.981, 0.471, 0.201], [-1.236, -0.361, -0.347], [0.867, -0.039, 0.243], [-0.414, -0.626, -0.203], [0.269, 0.458, 0.104], [0.128, -0.188, 0.023], [-0.176, 0.209, -0.076], [0.077, 0.009, -0.015], [0.059, -0.005, 0.086], [0.037, -0.039, 0.023], [-0.035, -0.065, -0.019], [0.075, 0.137, 0.033], [-0.011, -0.058, 0.001], [-0.075, -0.072, 0.003], [0.014, 0.073, 0.061], [0.168, -0.276, 0.308], [0.009, -0.051, 0.091], [-0.062, -0.065, 0.064], [-0.023, -0.048, 0.099], [-0.087, 0.015, 0.067], [0.063, 0.040, 0.020], [-0.060, 0.067, 0.032], [-0.093, -0.064, -0.048], [0.041, -0.129, 0.025], [-0.048, -0.030, -0.025], [0.091, 0.056, 0.019], [0.116, -0.038, -0.046], [0.086, -0.021, 0.058], [0.102, 0.097, -0.049], [-0.016, 0.162, -0.021], [-0.076, -0.158, -0.070], [0.029, 0.140, 0.079], [0.430, 0.160, -0.450], [-0.119, 0.033, 0.420], [-0.319, -0.126, -0.440], [0.168, 0.067, 0.056], [-0.214, -0.043, 0.257], [0.153, 0.097, 0.206], [-0.090, -0.031, 0.024], [0.052, -0.119, -0.073], [-0.016, 0.091, -0.104], [0.121, -0.124, -0.015], [-0.031, 0.047, 0.066], [-0.154, -0.039, 0.008], [-0.029, 0.089, -0.090], [0.028, 0.179, -0.082], [0.014, -0.019, 0.092], [-0.142, -0.066, 0.024], [0.038, -0.113, -0.057], [-0.030, -0.085, 0.383], [-0.041, -0.055, 0.011], [-0.007, 0.047, 0.089], [0.092, 0.076, -0.026], [0.020, -0.062, 0.004], [-0.016, 0.005, -0.003]]
}


Entry 3:
{
  "formula": "C30H38N5O4TeV",
  "method": "ωB97M-V/def2-TZVPD",
  "multiplicity": 4,
  "mol_weight_g_mol": 711.2,
  "s2": 3.781,
  "total_energy_ev": -80342.894,
  "e_homo_ev": [-9.887, -10.907],
  "charge": 1,
  "de_lowest_kcal_mol": 40.6,
  "elements": ["V", "C", "C", "C", "O", "C", "O", "O", "H", "H", "H", "H", "H", "H", "H", "N", "C", "C", "N", "C", "C", "N", "C", "C", "N", "H", "H", "H", "H", "H", "H", "C", "C", "O", "N", "Te", "C", "C", "C", "C", "C", "C", "C", "C", "C", "C", "C", "C", "C", "C", "C", "C", "C", "C", "H", "H", "H", "H", "H", "H", "H", "H", "H", "H", "H", "H", "H", "H", "H", "H", "H", "H", "H", "H", "H", "H", "H", "H", "H"],
  "coordinates": [[0.0614, -2.1840, 1.3195], [-1.0145, -5.5803, 3.2700], [0.2133, -4.6705, 3.3060], [0.9866, -4.7920, 4.6136], [1.0716, -4.8888, 2.1796], [-0.2080, -3.2379, 3.0089], [-1.3039, -3.0113, 2.4573], [0.6411, -2.3187, 3.0766], [-0.7353, -6.6200, 3.4360], [-1.5119, -5.4856, 2.3045], [-1.7126, -5.2705, 4.0462], [1.3464, -5.8124, 4.7430], [0.3384, -4.5418, 5.4485], [1.8400, -4.1157, 4.6177], [1.5215, -5.7332, 2.3044], [3.4969, -2.4290, -0.8631], [4.0989, -1.7824, 0.1806], [3.1059, -1.4730, 1.0664], [1.9217, -1.9335, 0.5879], [2.1738, -2.5126, -0.5779], [1.1364, -3.2080, -1.2812], [0.0664, -3.6347, -0.6323], [-0.7000, -4.2888, -1.5341], [-0.0889, -4.2576, -2.7592], [1.0797, -3.5791, -2.5858], [3.9679, -2.8185, -1.6657], [5.1559, -1.6144, 0.2138], [3.1590, -0.9459, 2.0010], [-1.6248, -4.7500, -1.2471], [-0.3719, -4.6630, -3.7083], [1.7173, -3.3241, -3.3228], [-2.6433, -1.5580, -1.1979], [-1.2222, -1.1137, -0.9602], [-0.5337, -0.5916, -1.8803], [-0.7422, -1.1972, 0.2367], [0.6062, 0.9037, -0.0328], [1.4096, 2.6848, -1.0075], [2.0529, 2.6152, -2.2437], [2.1638, 1.3215, -2.9918], [2.5655, 3.7715, -2.8223], [2.4469, 5.0009, -2.1947], [3.0022, 6.2580, -2.7857], [1.8020, 5.0535, -0.9646], [1.2853, 3.9205, -0.3592], [0.6008, 4.0481, 0.9663], [-1.3451, 1.7121, 0.1455], [-2.0007, 2.3319, -0.9244], [-1.3687, 2.4994, -2.2698], [-3.2912, 2.8083, -0.7257], [-3.9513, 2.6607, 0.4854], [-5.3381, 3.1832, 0.6780], [-3.2867, 2.0212, 1.5235], [-1.9915, 1.5500, 1.3784], [-1.3281, 0.8892, 2.5445], [-2.7361, -2.0221, -2.1763], [-3.2737, -0.6697, -1.1706], [-2.9429, -2.2459, -0.4074], [1.7781, 0.4977, -2.3846], [3.1970, 1.1255, -3.2695], [1.5758, 1.3716, -3.9068], [3.0474, 3.7056, -3.7878], [3.3691, 6.0985, -3.7955], [3.8252, 6.6143, -2.1663], [2.2418, 7.0371, -2.8044], [1.6999, 6.0102, -0.4717], [0.9585, 4.9222, 1.5038], [0.7846, 3.1570, 1.5706], [-0.4754, 4.1549, 0.8319], [-0.7287, 1.6468, -2.4999], [-0.7616, 3.4043, -2.2954], [-2.1392, 2.5859, -3.0336], [-3.7921, 3.3089, -1.5419], [-5.8011, 3.4192, -0.2753], [-5.3194, 4.0902, 1.2806], [-5.9545, 2.4561, 1.2007], [-3.7878, 1.8976, 2.4730], [-1.8910, 1.0812, 3.4552], [-0.3062, 1.2565, 2.6782], [-1.2883, -0.1996, 2.3913]],
  "forces_ev_per_angstrom": [[0.742, -0.994, -2.529], [0.226, 0.214, -0.150], [-0.198, -0.369, 0.440], [-0.031, 0.232, -0.245], [0.171, -0.333, -0.022], [-0.733, -2.976, 3.062], [-1.058, -0.166, -0.057], [1.679, 1.091, 2.095], [0.062, -0.008, 0.037], [0.027, -0.075, 0.093], [-0.066, -0.089, 0.034], [-0.047, -0.065, 0.007], [-0.032, -0.037, 0.171], [-0.011, 0.017, -0.017], [-0.013, 0.017, -0.048], [-0.619, -0.156, -0.067], [-0.005, 0.363, 0.455], [0.731, 0.061, -0.013], [0.960, -0.609, -0.804], [0.632, 0.278, 0.088], [-0.473, -0.639, -0.444], [0.836, 0.680, 0.719], [-0.109, -0.111, -0.418], [-0.294, -0.208, 0.141], [0.246, 0.204, 0.296], [-0.076, 0.026, 0.115], [0.141, 0.099, -0.026], [0.102, -0.034, 0.099], [-0.157, -0.049, -0.064], [-0.078, -0.065, -0.163], [-0.042, 0.016, 0.065], [0.260, -0.072, -0.017], [-0.658, 0.104, -1.193], [-0.159, 0.009, -0.366], [-2.028, 2.243, -1.141], [0.272, 1.776, -0.436], [0.077, -0.091, 0.076], [-0.120, -0.238, 0.201], [-0.044, -0.056, 0.091], [-0.109, 0.082, 0.162], [-0.083, -0.104, 0.017], [0.038, -0.002, 0.016], [-0.006, -0.122, -0.093], [0.014, -0.084, 0.069], [-0.027, 0.061, 0.038], [-0.185, -0.167, 0.015], [0.289, -0.132, 0.030], [0.051, 0.021, -0.130], [-0.011, -0.043, 0.219], [0.155, -0.043, -0.111], [-0.038, 0.045, 0.025], [0.071, 0.058, -0.109], [0.096, 0.051, -0.045], [0.062, -0.253, 0.086], [-0.029, 0.013, -0.066], [-0.097, 0.061, 0.020], [-0.110, 0.068, -0.084], [0.109, -0.084, -0.294], [0.103, -0.092, -0.030], [-0.068, -0.110, -0.085], [0.088, -0.006, -0.102], [0.039, 0.028, -0.072], [0.067, 0.093, -0.056], [0.005, 0.068, -0.045], [-0.008, 0.095, 0.127], [0.059, 0.014, 0.088], [-0.076, 0.149, 0.194], [-0.070, -0.043, 0.085], [-0.112, 0.104, -0.161], [0.022, 0.050, -0.080], [0.013, -0.041, -0.061], [-0.056, 0.004, -0.131], [-0.094, 0.028, -0.055], [-0.036, 0.084, 0.040], [-0.100, -0.042, 0.028], [-0.037, -0.035, 0.128], [0.072, -0.026, 0.073], [-0.072, -0.054, 0.134], [-0.042, 0.318, 0.149]]
}